10
Properties=species:S:1:pos:R:3 method="wB97M-V/def2-TZVPD" lumo_energy_ev=0.32 relative_energy_kcal_mol=60.15 smiles="NCC(O)=S" e_homo_ev=-9.0 orbital_gap_ev=9.27 max_force_ev_per_a=5.1
N -0.94416 -0.25640 1.16211
C -0.36321 -0.43879 -0.05758
C 0.69895 0.70882 -0.60106
O 1.01248 0.28007 -1.84547
S 1.31294 1.92785 0.31704
H -1.20994 0.69845 1.33464
H -0.29176 -0.47567 2.03690
H -1.06809 -0.60953 -0.87395
H 0.48220 -1.25988 0.20166
H 0.37059 -0.57491 -1.67429